DFT (ωB97M-V/def2-TZVPD) results for a structure of composition C39H37CsGeN11OS5Sb.

Calculated values
Energy relative to the best compared isomer or geometry (same formula, charge and spin) ... 0.0 kcal/mol
E_HOMO ... -2.05 eV
Frontier orbital gap ... 5.30 eV
Net charge ... -2
LUMO ... 0.1194 Ha

Geometry as XYZ:
```
96
Properties=species:S:1:pos:R:3:lowdin_charge:R:1
Cs -0.3807 0.4479 -2.0423 0.917
S 0.8167 3.2162 -3.3919 0.353
C 2.1854 2.4299 -4.1075 -0.785
C 2.3640 2.5421 -5.5008 -0.097
C 3.4196 1.9622 -6.1877 -0.220
C 3.5224 2.1384 -7.6064 -0.201
N 3.5861 2.2898 -8.7464 0.125
C 4.3711 1.2154 -5.4733 -0.221
C 4.2173 1.0924 -4.0951 -0.095
C 3.1655 1.6775 -3.3823 -0.712
S 3.1605 1.4663 -1.6381 0.503
C 5.4849 0.6005 -6.1257 -0.208
N 6.3919 0.1052 -6.6360 0.122
H 1.6304 3.1142 -6.0515 0.094
H 4.9528 0.5247 -3.5402 0.097
C 4.6794 -1.6438 -0.1051 -0.011
C 4.0046 -2.5125 -1.0986 -0.339
N 4.5674 -3.4380 -1.8045 0.107
N 3.5390 -3.9278 -2.5736 0.003
C 2.3530 -3.3299 -2.3715 -0.835
S 0.8983 -3.6384 -3.1233 0.552
N 2.6612 -2.4155 -1.3997 -0.094
N 1.7637 -1.5031 -0.8668 0.026
H 5.7180 -1.9545 -0.0250 0.079
H 4.1941 -1.7289 0.8694 0.081
H 4.6183 -0.5991 -0.4236 0.027
H 3.6965 -4.6488 -3.2521 0.136
H 1.5582 -1.7209 0.1038 0.016
H 2.1702 -0.5679 -0.9860 -0.059
S 0.5752 -1.4284 2.5182 0.642
C -1.1301 -1.4984 2.8821 -0.661
C -1.7458 -2.7385 3.0010 -0.083
C -3.1046 -2.8513 3.2793 -0.223
C -3.6951 -4.1509 3.4126 -0.202
N -4.1701 -5.1930 3.5245 0.152
C -3.8622 -1.6849 3.4461 -0.210
C -3.2478 -0.4432 3.3446 -0.062
C -1.8840 -0.3138 3.0696 -0.674
S -1.1329 1.2333 2.9408 0.685
C -5.2662 -1.7506 3.7399 -0.190
N -6.3896 -1.7877 3.9850 0.147
H -1.1605 -3.6392 2.8723 0.115
H -3.8421 0.4488 3.4939 0.109
Ge 1.2381 0.4917 3.6906 0.580
C 1.8108 2.3639 3.3463 -0.331
C 1.0590 3.5049 3.6300 -0.160
C 1.5965 4.7760 3.4683 -0.119
C 2.8902 4.9353 2.9857 -0.121
C 3.6412 3.8114 2.6672 -0.101
C 3.1052 2.5439 2.8595 -0.130
C 0.7501 0.1768 5.5629 -0.326
C 0.3363 1.2077 6.4038 -0.108
C 0.0039 0.9581 7.7299 -0.102
C 0.0706 -0.3349 8.2329 -0.113
C 0.4732 -1.3735 7.4034 -0.100
C 0.8119 -1.1158 6.0803 -0.123
H 2.6874 -0.1251 3.5381 -0.028
H 0.0339 3.4060 3.9709 0.056
H 0.9970 5.6459 3.7138 0.096
H 3.3063 5.9273 2.8522 0.094
H 4.6415 3.9159 2.2636 0.100
H 3.7085 1.6750 2.6174 0.079
H 0.2659 2.2184 6.0196 0.085
H -0.3147 1.7753 8.3663 0.093
H -0.1962 -0.5321 9.2648 0.091
H 0.5192 -2.3873 7.7832 0.094
H 1.1174 -1.9346 5.4365 0.084
C -4.6752 -0.6424 -1.2447 -0.343
Sb -3.0920 -1.9174 -0.5428 1.274
C -4.4109 -3.5622 -0.1079 -0.351
C -2.6158 -2.6571 -2.5058 -0.373
H -5.3664 -1.2123 -1.8677 -0.002
H -4.2423 0.1850 -1.8063 -0.015
H -5.2106 -0.2293 -0.3873 -0.004
H -5.0629 -3.7416 -0.9653 -0.004
H -5.0278 -3.3474 0.7651 -0.013
H -3.8323 -4.4650 0.0956 -0.001
H -3.5198 -3.0647 -2.9629 0.000
H -1.8495 -3.4262 -2.4302 -0.055
H -2.2247 -1.8659 -3.1460 -0.032
C -3.9770 3.3030 0.5018 -0.017
N -2.5463 3.5262 0.3875 -0.046
C -1.9447 4.6360 0.8856 -0.061
C -0.6118 4.7955 0.8263 -0.006
C 0.1404 3.7088 0.2623 -0.394
N -0.4347 2.5846 -0.1380 0.063
C -1.7757 2.4848 -0.1543 -0.621
O -2.3762 1.5133 -0.6221 -0.249
N 1.4627 3.7787 0.1427 0.190
H -4.4418 4.2055 0.8951 0.083
H -4.1719 2.4659 1.1727 0.091
H -4.4009 3.0628 -0.4709 0.092
H -2.6061 5.3797 1.3104 0.123
H -0.1300 5.6851 1.2008 0.101
H 1.9444 4.6288 0.3706 0.102
H 1.9264 3.1080 -0.4834 -0.026
```